(1)
# C9H23NSi

The molecule C9H23NSi at a distorted geometry (the ωB97M-V functional and the def2-TZVPD basis, the Open Molecules 2025 dataset).

Geometry as XYZ:
```
34
Properties=species:S:1:pos:R:3:lowdin_charge:R:1
C 2.734 -0.617 -0.535 -0.12
C 1.256 -1.184 -0.305 -0.48
C 1.048 -2.450 -1.159 -0.14
Si 0.048 0.235 -0.560 0.63
N 0.845 1.563 0.179 -0.38
C 1.275 1.390 1.563 -0.14
C 0.982 2.843 -0.441 -0.15
C -1.682 -0.291 0.255 -0.56
C -1.634 -1.409 1.367 -0.06
C -2.409 1.060 0.625 -0.10
C -2.219 -0.905 -1.088 -0.14
H 2.965 -0.275 -1.560 0.07
H 2.840 0.052 0.285 0.01
H 3.415 -1.608 -0.534 0.11
H 1.263 -1.597 0.773 0.12
H 1.389 -2.334 -2.178 0.08
H 0.020 -2.698 -0.919 0.04
H 1.591 -3.283 -0.711 0.07
H 0.124 0.689 -2.064 0.06
H 0.547 1.842 2.269 0.08
H 1.189 0.290 1.911 0.09
H 2.321 1.800 1.610 0.09
H 1.921 3.316 0.017 0.11
H 1.189 2.844 -1.474 0.04
H 0.053 3.359 -0.288 0.06
H -1.189 -0.936 2.274 0.09
H -2.689 -1.677 1.490 0.08
H -1.031 -2.194 1.052 0.03
H -2.271 1.443 1.694 0.10
H -3.478 0.948 0.591 0.06
H -2.076 1.842 -0.037 0.05
H -2.556 -0.153 -1.892 0.11
H -1.553 -1.634 -1.375 0.00
H -3.176 -1.371 -0.790 0.08
```

The total charge is 0. The value obtained for the HOMO energy is -7.93 eV. For the maximum force, the calculation gives 0.091 hartree/bohr. The total energy comes out at -700.8891 Ha. The calculation puts the energy above the lowest of the compared OMol25 structures with the same formula, charge and spin at 194.5 kJ/mol.


(2)
# C3H4N2O

The molecule C3H4N2O at a distorted geometry (the ωB97M-V functional and the def2-TZVPD basis, the Open Molecules 2025 dataset).

Geometry as XYZ:
```
10
Properties=species:S:1:pos:R:3:lowdin_charge:R:1
C -0.788 0.826 -0.530 -0.23
N -0.278 1.526 0.347 0.03
N 0.536 0.908 1.317 -0.01
C 1.091 -0.302 1.173 -0.20
O 0.588 -0.946 0.179 -0.11
C -0.512 -0.589 -0.780 -0.08
H -1.200 1.452 -1.441 0.14
H 2.042 -0.584 1.636 0.14
H -1.345 -1.345 -0.148 0.20
H -0.135 -0.947 -1.754 0.12
```

The total charge is 0. The value obtained for the HOMO energy is -8.86 eV. For the maximum force, the calculation gives 0.143 hartree/bohr. The total energy comes out at -301.3123 Ha. The calculation puts the energy above the lowest of the compared OMol25 structures with the same formula, charge and spin at 459.2 kJ/mol.


(3)
# C15H10N2S2SbSe4Tc

A structure of composition C15H10N2S2SbSe4Tc at a distorted geometry (the ωB97M-V functional and the def2-TZVPD basis, the Open Molecules 2025 dataset).

Geometry as XYZ:
```
35
Properties=species:S:1:pos:R:3:lowdin_charge:R:1
Tc 0.014 -0.767 -0.284 0.10
C 3.032 0.041 -3.176 -0.02
C 1.541 -0.010 -3.423 -0.33
C 0.919 -1.209 -3.916 -0.27
C -0.449 -1.226 -4.304 -0.10
C -1.219 -0.094 -4.158 -0.08
C -0.619 1.067 -3.630 -0.04
C 0.739 1.095 -3.257 -0.05
H 3.308 0.855 -2.503 0.09
H 3.548 0.219 -4.123 0.11
H 3.418 -0.899 -2.778 0.08
H 1.557 -2.038 -4.222 0.12
H -0.868 -2.129 -4.746 0.13
H -2.256 -0.082 -4.479 0.13
H -1.204 1.981 -3.552 0.13
H 1.179 2.024 -2.908 0.13
S 1.435 0.731 0.597 0.69
C 0.471 0.854 2.079 -0.62
C 0.431 2.064 2.788 -0.02
C -0.281 2.152 3.964 -0.14
C -0.336 3.420 4.677 -0.13
N -0.380 4.438 5.223 0.23
C -0.968 1.025 4.463 -0.14
C -0.922 -0.167 3.789 -0.03
C -0.204 -0.267 2.596 -0.62
S -0.034 -1.796 1.755 0.49
C -1.734 1.099 5.697 -0.13
N -2.339 1.127 6.680 0.23
H 0.966 2.933 2.418 0.14
H -1.448 -1.025 4.192 0.12
Se -2.870 -4.206 0.304 0.20
Sb -1.769 -4.047 2.272 0.32
Se -2.075 -0.268 -0.682 0.36
Se 0.632 -2.308 -1.746 0.65
Se -1.215 -4.587 4.393 0.26
```

The total charge is +2. The value obtained for the HOMO energy is -15.01 eV. For the maximum force, the calculation gives 0.021 hartree/bohr. The total energy comes out at -11409.5806 Ha. The calculation puts the energy above the lowest of the compared OMol25 structures with the same formula, charge and spin at 396.6 kJ/mol.


(4)
# C45H116N4O15

A cluster of 11 separate species, C45H116N4O15 in total at a distorted geometry (the ωB97M-V functional and the def2-TZVPD basis, the Open Molecules 2025 dataset).

Geometry as XYZ:
```
180
Properties=species:S:1:pos:R:3:lowdin_charge:R:1
C 10.157 -8.423 -16.116 -0.11
O 10.672 -9.087 -17.251 -0.19
C 10.802 -8.301 -18.419 -0.22
C 11.611 -9.041 -19.501 -0.24
N 12.905 -9.271 -19.038 -0.08
C 13.605 -10.260 -19.817 -0.21
C 15.059 -10.343 -19.294 -0.21
O 15.088 -10.785 -17.934 -0.20
C 16.434 -10.844 -17.430 -0.10
H 10.577 -7.424 -15.998 0.09
H 10.373 -9.048 -15.249 0.09
H 9.070 -8.353 -16.147 0.08
H 11.210 -7.296 -18.310 0.12
H 9.774 -8.178 -18.759 0.12
H 11.588 -8.520 -20.458 0.13
H 11.100 -9.996 -19.625 0.11
H 13.041 -9.500 -18.063 0.12
H 13.669 -9.947 -20.859 0.12
H 13.102 -11.224 -19.890 0.12
H 15.474 -9.335 -19.296 0.12
H 15.646 -11.013 -19.922 0.12
H 16.377 -11.163 -16.390 0.09
H 16.907 -9.864 -17.492 0.08
H 17.051 -11.530 -18.011 0.08
C 3.127 -18.749 -13.632 -0.10
O 2.029 -19.306 -14.383 -0.22
C 2.144 -19.081 -15.830 -0.20
C 1.020 -19.706 -16.599 -0.20
N 0.965 -21.201 -16.515 -0.07
C -0.021 -21.904 -17.304 -0.19
C -1.535 -21.659 -16.818 -0.18
O -1.899 -20.270 -17.053 -0.21
C -3.254 -20.046 -16.652 -0.11
H 2.904 -18.820 -12.567 0.09
H 3.250 -17.707 -13.925 0.08
H 4.065 -19.206 -13.948 0.08
H 3.168 -19.307 -16.124 0.12
H 1.971 -18.013 -15.962 0.12
H 0.997 -19.461 -17.661 0.12
H 0.062 -19.359 -16.213 0.10
H 0.864 -21.224 -15.510 0.10
H 0.162 -22.936 -17.005 0.10
H 0.187 -21.895 -18.374 0.11
H -1.614 -21.913 -15.761 0.11
H -2.200 -22.400 -17.261 0.11
H -3.464 -20.297 -15.612 0.08
H -3.975 -20.576 -17.274 0.08
H -3.329 -18.960 -16.705 0.09
C -3.316 -6.985 -25.401 -0.07
O -2.568 -7.501 -24.250 -0.17
C -1.726 -6.516 -23.757 -0.28
C -1.298 -6.730 -22.331 -0.25
N -0.385 -7.807 -22.354 -0.08
C -0.118 -8.294 -21.041 -0.18
C -1.175 -9.425 -20.638 -0.19
O -1.347 -10.500 -21.555 -0.23
C -2.090 -11.668 -21.079 -0.07
H -2.678 -6.586 -26.189 0.09
H -4.044 -6.248 -25.061 0.09
H -3.824 -7.861 -25.804 0.08
H -2.131 -5.505 -23.803 0.11
H -0.815 -6.422 -24.348 0.13
H -2.058 -6.891 -21.566 0.12
H -0.780 -5.786 -22.165 0.12
H -0.937 -8.479 -22.868 0.10
H -0.124 -7.473 -20.323 0.12
H 0.890 -8.706 -21.087 0.11
H -2.195 -9.058 -20.525 0.12
H -0.693 -9.892 -19.779 0.11
H -3.153 -11.577 -21.302 0.08
H -2.013 -11.777 -19.997 0.08
H -1.593 -12.520 -21.543 0.09
C -13.275 -0.540 -21.639 -0.12
O -12.427 -0.124 -22.672 -0.20
C -12.338 -1.029 -23.788 -0.22
C -11.541 -0.499 -24.918 -0.25
N -10.549 0.323 -24.383 -0.08
C -9.220 -0.287 -24.262 -0.17
C -8.163 0.779 -24.055 -0.28
O -7.138 0.220 -23.312 -0.17
C -6.346 1.326 -22.842 -0.09
H -14.256 -0.909 -21.939 0.09
H -13.321 0.359 -21.025 0.09
H -12.889 -1.274 -20.931 0.08
H -13.302 -1.417 -24.115 0.12
H -11.768 -1.879 -23.413 0.12
H -12.229 0.129 -25.482 0.11
H -11.099 -1.284 -25.532 0.13
H -10.902 0.831 -23.585 0.11
H -8.850 -0.659 -25.217 0.12
H -9.266 -1.129 -23.571 0.12
H -8.542 1.653 -23.527 0.11
H -7.833 1.206 -25.002 0.12
H -5.410 1.048 -22.357 0.09
H -6.959 1.838 -22.100 0.08
H -6.312 2.082 -23.627 0.08
C -1.470 -12.908 -26.923 -0.06
C -0.736 -14.148 -27.401 -0.49
C -0.796 -15.432 -26.512 -0.04
O -1.340 -14.410 -28.653 -0.06
H -2.531 -13.101 -26.766 0.08
H -1.355 -12.164 -27.711 0.07
H -1.208 -12.458 -25.965 0.08
H 0.333 -13.997 -27.547 0.13
H -0.078 -16.177 -26.854 0.07
H -1.816 -15.807 -26.601 0.08
H -0.406 -15.344 -25.498 0.07
H -1.110 -13.656 -29.201 0.08
C 5.047 -8.078 -27.589 -0.06
C 6.512 -7.501 -27.453 -0.44
C 6.545 -5.985 -27.502 -0.07
O 6.896 -7.868 -26.103 -0.09
H 4.341 -7.484 -27.009 0.07
H 5.062 -9.082 -27.165 0.08
H 4.851 -7.992 -28.658 0.07
H 7.152 -7.994 -28.184 0.13
H 5.920 -5.630 -28.322 0.07
H 7.519 -5.611 -27.816 0.07
H 6.240 -5.540 -26.555 0.08
H 6.154 -7.603 -25.554 0.07
C 3.410 -1.118 -16.169 -0.05
C 4.285 0.166 -16.047 -0.47
C 3.474 1.472 -16.088 -0.06
O 5.042 0.069 -14.846 -0.07
H 2.432 -0.863 -16.578 0.07
H 3.172 -1.560 -15.202 0.07
H 3.889 -1.883 -16.780 0.07
H 5.113 0.227 -16.753 0.12
H 4.042 2.379 -15.879 0.07
H 2.688 1.285 -15.356 0.08
H 3.025 1.768 -17.035 0.07
H 5.087 -0.825 -14.500 0.08
C -2.694 -13.486 -12.730 -0.06
C -1.880 -14.656 -12.165 -0.50
C -2.712 -15.982 -12.078 -0.05
O -0.852 -14.845 -13.050 -0.05
H -3.298 -13.774 -13.591 0.08
H -2.098 -12.617 -13.008 0.07
H -3.312 -13.032 -11.956 0.07
H -1.449 -14.334 -11.217 0.13
H -3.483 -16.015 -11.308 0.07
H -2.126 -16.802 -11.664 0.06
H -3.004 -16.543 -12.966 0.08
H -0.201 -15.414 -12.633 0.09
C -10.248 -8.134 -21.011 -0.07
C -10.026 -8.002 -19.509 -0.47
C -9.039 -6.978 -19.117 -0.07
O -11.319 -7.478 -19.107 -0.09
H -10.888 -8.895 -21.459 0.08
H -9.268 -8.423 -21.390 0.07
H -10.386 -7.169 -21.500 0.08
H -9.844 -8.955 -19.013 0.14
H -8.812 -6.116 -19.743 0.09
H -8.083 -7.458 -18.905 0.08
H -9.400 -6.477 -18.219 0.08
H -12.026 -8.127 -19.103 0.08
C -3.658 -1.154 -34.292 -0.08
C -3.528 -1.569 -32.840 -0.48
C -2.847 -0.475 -31.964 -0.05
O -4.846 -1.802 -32.397 -0.06
H -4.316 -1.795 -34.878 0.08
H -2.673 -1.188 -34.757 0.07
H -3.965 -0.122 -34.463 0.08
H -2.936 -2.483 -32.801 0.14
H -2.645 -0.864 -30.966 0.07
H -3.483 0.406 -31.872 0.08
H -1.845 -0.194 -32.287 0.07
H -5.358 -1.007 -32.232 0.09
C -4.709 -8.647 -34.782 -0.05
C -5.718 -9.073 -33.731 -0.51
C -7.144 -8.543 -33.891 -0.06
O -5.716 -10.480 -33.827 -0.07
H -5.184 -8.866 -35.739 0.08
H -3.746 -9.156 -34.730 0.08
H -4.584 -7.565 -34.766 0.08
H -5.472 -8.831 -32.697 0.13
H -7.095 -7.476 -34.109 0.08
H -7.823 -8.813 -33.083 0.08
H -7.637 -8.953 -34.773 0.08
H -6.296 -10.934 -33.212 0.09
```

The total charge is 0. The value obtained for the HOMO energy is -8.19 eV. For the maximum force, the calculation gives 0.075 hartree/bohr. The total energy comes out at -3131.2833 Ha. The calculation puts the energy above the lowest of the compared OMol25 structures with the same formula, charge and spin at 739.5 kJ/mol.


(5)
# CH5FN2

A cluster of 2 separate species, CH5FN2 in total at a distorted geometry (the ωB97M-V functional and the def2-TZVPD basis, the Open Molecules 2025 dataset).

Geometry as XYZ:
```
9
Properties=species:S:1:pos:R:3:lowdin_charge:R:1
C 0.319 -0.258 -0.433 0.02
N -0.711 0.826 0.238 -0.09
N -0.833 0.772 1.495 0.04
F 0.785 1.014 2.234 -0.37
H 1.170 -0.053 0.207 0.06
H 0.050 -1.264 -0.461 0.04
H 0.513 0.218 -1.412 0.08
H -0.455 1.790 -0.026 0.14
H -0.877 -0.156 1.837 0.09
```

The total charge is 0. The value obtained for the HOMO energy is -9.97 eV. For the maximum force, the calculation gives 0.099 hartree/bohr. The total energy comes out at -250.3468 Ha. The calculation puts the energy above the lowest of the compared OMol25 structures with the same formula, charge and spin at 303.2 kJ/mol.


(6)
# C53H44AsBrCdF6N3O4S3

A structure of composition C53H44AsBrCdF6N3O4S3 (the ωB97M-V functional and the def2-TZVPD basis, the Open Molecules 2025 dataset).

Geometry as XYZ:
```
116
Properties=species:S:1:pos:R:3:lowdin_charge:R:1
Cd -1.781 0.327 0.855 1.29
S -3.446 -1.569 1.121 0.49
C -2.764 -3.029 0.400 -0.73
C -2.732 -4.221 1.132 -0.13
C -2.262 -5.396 0.568 -0.10
C -1.819 -5.415 -0.749 -0.11
C -1.838 -4.241 -1.489 -0.13
C -2.303 -3.055 -0.930 -0.45
As -2.196 -1.298 -1.769 1.29
C -4.082 -1.078 -2.220 -0.39
C -4.696 0.142 -1.955 -0.11
C -6.047 0.314 -2.229 -0.08
C -6.790 -0.729 -2.762 -0.10
C -6.181 -1.952 -3.017 -0.09
C -4.832 -2.127 -2.743 -0.12
C -1.442 -1.823 -3.508 -0.38
C -0.094 -2.182 -3.528 -0.15
C 0.539 -2.530 -4.712 -0.10
C -0.167 -2.504 -5.909 -0.10
C -1.499 -2.115 -5.908 -0.09
C -2.130 -1.771 -4.717 -0.09
H -3.080 -4.202 2.157 0.09
H -2.236 -6.303 1.161 0.09
H -1.461 -6.334 -1.197 0.09
H -1.488 -4.257 -2.515 0.09
H -4.127 0.939 -1.489 0.07
H -6.519 1.264 -2.009 0.10
H -7.846 -0.598 -2.963 0.09
H -6.760 -2.774 -3.422 0.10
H -4.365 -3.089 -2.922 0.10
H 0.474 -2.192 -2.602 0.08
H 1.583 -2.819 -4.702 0.10
H 0.320 -2.782 -6.836 0.10
H -2.054 -2.081 -6.838 0.10
H -3.168 -1.462 -4.734 0.09
Br 9.456 -4.551 7.009 0.69
C 7.901 -3.931 6.109 -0.71
C 7.483 -4.567 4.954 -0.14
C 6.347 -4.103 4.307 -0.04
C 5.630 -3.017 4.798 -0.25
C 6.070 -2.395 5.966 -0.03
C 7.203 -2.848 6.621 -0.14
N 4.478 -2.624 4.052 0.03
N 3.900 -1.623 4.545 0.05
C 2.776 -1.109 3.941 -0.24
C 2.278 0.028 4.585 -0.03
C 1.186 0.745 4.155 -0.02
C 0.482 0.350 3.000 -0.37
O -0.501 1.003 2.557 -0.14
C 0.960 -0.859 2.315 -0.15
N 0.256 -1.201 1.218 0.07
C 0.644 -2.240 0.513 -0.16
C 1.730 -3.038 0.889 -0.04
C 2.444 -2.718 2.013 0.00
C 2.087 -1.578 2.767 -0.08
H 8.034 -5.412 4.566 0.09
H 5.995 -4.579 3.400 0.11
H 5.512 -1.553 6.351 0.10
H 7.544 -2.364 7.527 0.10
H 2.818 0.342 5.471 0.11
H 0.839 1.623 4.682 0.11
H 0.070 -2.478 -0.373 0.06
H 1.984 -3.905 0.292 0.10
H 3.279 -3.317 2.337 0.08
O -1.775 1.642 -1.395 -0.66
S -2.099 3.087 -1.641 1.00
C -1.178 3.413 -3.163 -0.32
C 0.249 2.872 -3.149 -0.22
C 0.332 1.401 -3.576 -0.24
C 1.732 0.819 -3.422 -0.30
S 2.034 0.256 -1.692 0.96
O 1.035 0.915 -0.805 -0.53
C 3.583 1.113 -1.422 -0.39
C 4.765 0.612 -1.950 -0.09
C 5.945 1.310 -1.743 -0.09
C 5.935 2.488 -1.006 -0.09
C 4.748 2.964 -0.465 -0.07
C 3.561 2.273 -0.667 -0.06
C -1.110 4.135 -0.573 -0.38
C -0.390 3.614 0.482 -0.08
C 0.305 4.470 1.326 -0.06
C 0.275 5.839 1.109 -0.08
C -0.464 6.358 0.052 -0.09
C -1.166 5.507 -0.786 -0.10
H -1.221 4.493 -3.319 0.08
H -1.778 2.937 -3.944 0.09
H 0.680 2.987 -2.152 0.10
H 0.857 3.477 -3.831 0.12
H 0.051 1.314 -4.630 0.12
H -0.386 0.814 -3.002 0.06
H 2.503 1.536 -3.707 0.09
H 1.852 -0.085 -4.020 0.07
H 4.764 -0.319 -2.506 0.11
H 6.875 0.930 -2.147 0.10
H 6.859 3.030 -0.844 0.10
H 4.744 3.874 0.121 0.11
H 2.622 2.610 -0.241 0.10
H -0.350 2.553 0.657 0.06
H 0.852 4.050 2.161 0.11
H 0.812 6.507 1.772 0.10
H -0.508 7.428 -0.109 0.10
H -1.775 5.919 -1.584 0.11
C -5.445 1.472 1.687 0.00
C -4.210 2.384 1.714 -0.50
O -3.260 2.030 0.809 -0.29
C -3.640 2.380 3.153 -0.57
F -2.537 3.124 3.281 0.15
F -3.317 1.118 3.492 0.11
F -4.516 2.817 4.086 0.13
C -4.684 3.819 1.357 -0.55
F -5.196 3.835 0.107 0.12
F -3.697 4.724 1.377 0.15
F -5.658 4.290 2.167 0.13
H -5.118 0.438 1.778 0.03
H -5.945 1.586 0.726 0.08
H -6.147 1.703 2.489 0.09
```

The total charge is -1. The value obtained for the HOMO energy is -4.82 eV. For the maximum force, the calculation gives 0.008 hartree/bohr. The total energy comes out at -9282.6905 Ha. The calculation puts the energy above the lowest of the compared OMol25 structures with the same formula, charge and spin at 0.0 kJ/mol.